[1]
The following is a quantum chemistry calculation of a structure of composition C31H17Cl5N6O4Ti, from the OMol25 dataset.

Relative energy (zero: lowest compared OMol25 entry of this formula, charge and spin)   199.3 kJ/mol
Orbital gap   6.29 eV
Total charge   +2
Multiplicity   1

Geometry (Å):
Ti: -0.27 1.28 -0.81
C: -4.15 1.98 1.63
C: -3.33 2.11 0.51
N: -2.51 1.13 0.15
C: -2.51 0.01 0.90
C: -3.30 -0.09 2.03
N: -4.12 0.90 2.39
C: -1.68 -1.07 0.34
C: -1.78 -2.42 0.64
C: -1.11 -3.35 -0.17
C: -0.45 -2.89 -1.31
C: -0.38 -1.53 -1.55
N: -0.89 -0.66 -0.66
C: 0.04 -0.88 -2.81
C: 0.70 -1.53 -3.84
N: 0.93 -0.93 -5.00
C: 0.52 0.32 -5.14
C: -0.10 1.01 -4.10
N: -0.35 0.41 -2.94
C: -1.18 -4.79 0.13
C: -2.32 -5.37 0.68
C: -2.32 -6.73 0.92
N: -1.27 -7.52 0.68
C: -0.19 -6.96 0.16
C: -0.09 -5.61 -0.15
H: -4.83 2.77 1.91
H: -3.34 3.01 -0.10
H: -3.28 -0.97 2.66
H: -2.40 -2.75 1.45
H: -0.07 -3.59 -2.03
H: 1.05 -2.54 -3.73
H: 0.69 0.80 -6.09
H: -0.39 2.04 -4.21
H: -3.21 -4.79 0.88
H: -3.20 -7.21 1.34
H: 0.65 -7.63 -0.03
H: 0.84 -5.22 -0.55
Cl: -0.97 7.99 1.46
C: -0.74 6.32 1.25
C: -0.87 5.76 -0.03
Cl: -1.27 6.70 -1.39
C: -0.67 4.40 -0.15
Cl: -0.84 3.58 -1.70
C: -0.34 3.58 0.92
O: -0.16 2.27 0.68
C: -0.22 4.13 2.18
Cl: 0.17 3.10 3.49
C: -0.42 5.50 2.35
Cl: -0.27 6.19 3.90
O: 1.64 -0.34 0.97
C: 2.95 0.07 1.03
C: 3.87 -0.60 1.83
C: 5.17 -0.15 1.92
C: 5.59 0.98 1.22
C: 4.68 1.64 0.42
C: 3.36 1.19 0.30
C: 2.47 1.96 -0.56
O: 2.48 3.12 -0.82
O: 1.47 1.17 -1.18
H: 1.52 -1.01 1.66
H: 3.55 -1.47 2.40
H: 5.87 -0.68 2.55
H: 6.61 1.33 1.29
H: 4.97 2.53 -0.13


[2]
The following is a quantum chemistry calculation of a cluster of 9 separate species, C27H34Cl12F2O4 in total in a non-equilibrium geometry, from the OMol25 dataset.

Orbital gap (spin up / spin down)   6.82 / 2.77 eV
Total charge   +1
Multiplicity   2

Geometry (Å):
C: 10.70 24.67 7.01
Cl: 12.28 25.43 6.64
Cl: 9.98 25.70 8.27
Cl: 9.55 24.56 5.60
Cl: 11.06 23.09 7.76
C: 10.27 19.54 11.13
Cl: 10.05 21.23 11.36
Cl: 11.75 18.92 11.98
Cl: 8.88 18.63 11.81
Cl: 10.35 19.15 9.41
C: 3.68 21.84 6.53
Cl: 3.54 20.70 5.17
Cl: 5.09 22.81 6.60
Cl: 2.22 22.88 6.48
Cl: 3.56 20.88 8.04
C: 15.11 26.49 11.23
C: 13.74 25.81 11.22
O: 13.55 24.96 12.08
C: 12.70 26.03 10.19
H: 15.85 25.81 10.81
H: 15.34 26.56 12.29
H: 15.13 27.40 10.62
H: 12.83 25.37 9.33
H: 12.64 27.08 9.92
H: 11.71 25.84 10.59
C: 6.05 27.75 5.27
C: 6.70 27.48 6.64
O: 7.93 27.59 6.78
C: 5.69 27.40 7.79
H: 6.57 27.17 4.51
H: 6.09 28.81 5.01
H: 5.00 27.46 5.15
H: 5.14 28.33 7.92
H: 6.06 27.05 8.75
H: 4.88 26.71 7.54
C: 6.17 28.48 11.40
C: 4.98 28.11 12.23
O: 3.79 28.45 12.00
C: 5.29 27.04 13.21
H: 6.48 29.46 11.78
H: 5.86 28.40 10.36
H: 6.94 27.77 11.70
H: 4.48 26.72 13.86
H: 6.08 27.38 13.89
H: 5.48 26.12 12.66
C: 8.15 24.32 11.59
C: 7.16 24.33 10.38
O: 6.09 24.88 10.38
C: 7.53 23.28 9.29
H: 8.29 23.36 12.10
H: 7.87 25.05 12.34
H: 9.21 24.46 11.38
H: 6.97 23.54 8.39
H: 7.38 22.24 9.58
H: 8.57 23.28 8.95
F: 10.52 21.58 14.77
C: 10.29 22.92 14.75
C: 11.05 23.76 13.86
C: 10.74 25.13 13.74
C: 9.78 25.63 14.64
C: 9.01 24.81 15.43
C: 9.18 23.43 15.49
H: 11.78 23.25 13.25
H: 11.36 25.61 13.00
H: 9.69 26.70 14.66
H: 8.12 25.23 15.88
H: 8.42 22.77 15.88
F: 0.25 26.32 12.38
C: 1.01 25.76 11.44
C: 2.14 25.02 11.66
C: 2.90 24.53 10.59
C: 2.47 24.84 9.28
C: 1.28 25.53 9.03
C: 0.57 25.99 10.08
H: 2.43 24.86 12.69
H: 3.82 23.99 10.71
H: 3.11 24.47 8.49
H: 0.87 25.72 8.05
H: -0.31 26.56 9.87


[3]
The following is a quantum chemistry calculation of a structure of composition C5H7NO, from the OMol25 dataset.

Relative energy (zero: lowest compared OMol25 entry of this formula, charge and spin)   759.6 kJ/mol
Orbital gap (spin up / spin down)   7.65 / 7.79 eV
Multiplicity   1

Geometry (Å):
C: -0.84 -1.02 -0.10
C: -0.71 0.35 -0.78
O: -1.04 1.44 0.07
C: 0.18 1.46 0.92
C: 0.17 0.31 1.78
N: 0.34 -0.60 0.75
C: 0.72 0.40 -0.19
H: -1.73 -1.27 0.49
H: -0.56 -1.85 -0.75
H: -1.00 0.51 -1.82
H: 0.46 2.48 1.17
H: 1.86 -1.40 -2.45
H: 0.33 0.10 2.83
H: 1.82 -0.90 -1.90


[4]
The following is a quantum chemistry calculation of a structure of composition C57H49N5O2PRbS3 in a non-equilibrium geometry, from the OMol25 dataset.

Orbital gap   4.25 eV
Multiplicity   1

Geometry (Å):
Rb: -1.13 -1.28 -1.89
O: -3.76 -3.31 -0.28
N: -4.14 -2.80 -1.54
C: -4.06 -1.53 -1.54
C: -4.31 -0.75 -2.76
C: -4.85 -1.38 -3.88
C: -5.01 -0.69 -5.06
C: -4.62 0.64 -5.15
C: -4.09 1.27 -4.05
C: -3.93 0.60 -2.83
P: -3.36 1.50 -1.32
C: -4.84 2.58 -1.07
C: -5.75 2.16 -0.10
C: -6.93 2.85 0.12
C: -7.22 3.98 -0.63
C: -6.32 4.41 -1.59
C: -5.14 3.71 -1.82
C: -2.10 2.67 -1.96
C: -1.95 3.90 -1.32
C: -0.99 4.81 -1.75
C: -0.15 4.48 -2.81
C: -0.26 3.23 -3.41
C: -1.23 2.33 -2.99
H: -3.85 -4.27 -0.40
H: -3.71 -1.01 -0.65
H: -5.12 -2.42 -3.81
H: -5.42 -1.20 -5.93
H: -4.72 1.18 -6.09
H: -3.78 2.31 -4.13
H: -5.52 1.28 0.49
H: -7.63 2.50 0.87
H: -8.14 4.52 -0.46
H: -6.54 5.29 -2.18
H: -4.45 4.06 -2.57
H: -2.60 4.17 -0.50
H: -0.91 5.77 -1.27
H: 0.60 5.18 -3.15
H: 0.40 2.95 -4.22
H: -1.29 1.37 -3.51
N: -0.92 -0.12 0.38
S: -0.43 -0.50 1.69
N: 1.12 -0.05 2.14
S: 2.40 -0.86 1.92
N: 2.74 -1.66 0.66
S: 2.53 -1.18 -0.95
N: 1.35 -1.63 -1.64
C: 4.09 -1.81 -1.59
C: 4.23 -1.67 -2.97
C: 5.36 -2.17 -3.58
C: 6.33 -2.83 -2.84
C: 6.17 -2.98 -1.47
C: 5.04 -2.47 -0.84
C: 2.88 0.58 -0.85
C: 4.17 1.09 -0.82
C: 4.36 2.45 -0.72
C: 3.26 3.30 -0.65
C: 1.97 2.79 -0.69
C: 1.77 1.42 -0.80
C: 3.67 0.32 2.33
C: 3.35 1.63 2.65
C: 4.38 2.51 2.94
C: 5.70 2.08 2.91
C: 6.00 0.77 2.57
C: 4.98 -0.12 2.28
C: 2.58 -2.10 3.19
C: 2.78 -3.43 2.86
C: 2.85 -4.36 3.89
C: 2.72 -3.96 5.21
C: 2.51 -2.62 5.52
C: 2.43 -1.68 4.50
C: -0.41 -2.25 2.18
C: -0.24 -3.21 1.20
C: -0.15 -4.55 1.58
C: -0.23 -4.91 2.91
C: -0.42 -3.94 3.88
C: -0.51 -2.61 3.52
C: -1.29 0.26 3.06
C: -2.67 0.32 2.89
C: -3.44 0.94 3.86
C: -2.84 1.51 4.97
C: -1.47 1.46 5.12
C: -0.68 0.83 4.16
H: 3.45 -1.19 -3.54
H: 5.48 -2.06 -4.65
H: 7.21 -3.23 -3.32
H: 6.92 -3.51 -0.89
H: 4.90 -2.59 0.23
H: 5.03 0.42 -0.87
H: 5.36 2.86 -0.71
H: 3.41 4.37 -0.58
H: 1.11 3.44 -0.65
H: 0.78 1.00 -0.83
H: 2.32 1.95 2.64
H: 4.16 3.54 3.18
H: 6.50 2.77 3.13
H: 7.03 0.43 2.54
H: 5.20 -1.14 2.00
H: 2.85 -3.72 1.83
H: 3.00 -5.41 3.66
H: 2.78 -4.68 6.01
H: 2.40 -2.30 6.55
H: 2.25 -0.64 4.72
H: -0.14 -2.96 0.15
H: 0.00 -5.30 0.81
H: -0.16 -5.95 3.19
H: -0.49 -4.22 4.93
H: -0.65 -1.85 4.28
H: -3.11 -0.10 1.99
H: -4.52 0.99 3.73
H: -3.45 2.00 5.71
H: -1.00 1.92 5.98
H: 0.39 0.80 4.26
C: -1.30 -0.71 -6.23
C: -1.32 -0.74 -4.69
O: -1.77 -1.80 -4.20
H: -1.73 -1.62 -6.66
H: -0.26 -0.59 -6.56
H: -1.85 0.17 -6.57


[5]
The following is a quantum chemistry calculation of a cluster of 3 separate species, CH7N6 in total in a non-equilibrium geometry, from the OMol25 dataset.

Relative energy (zero: lowest compared OMol25 entry of this formula, charge and spin)   231.4 kJ/mol
Orbital gap   11.08 eV
Total charge   +1
Multiplicity   1

Geometry (Å):
C: -2.03 0.20 -0.06
N: 0.24 -2.23 -0.55
N: 1.04 -1.73 0.04
N: -0.92 0.52 -0.01
N: 1.66 -1.00 0.72
N: -3.18 -0.37 0.11
N: 1.55 1.51 -0.49
H: 0.50 1.53 -0.52
H: 2.38 -1.32 1.35
H: -3.35 -0.51 1.11
H: -3.41 -0.92 -0.68
H: 1.90 0.60 0.00
H: 1.64 2.07 0.35
H: 1.99 1.64 -1.37


[6]
The following is a quantum chemistry calculation of a structure of composition C23H14CuN7O4S, from the OMol25 dataset.

Relative energy (zero: lowest compared OMol25 entry of this formula, charge and spin)   7.5 kJ/mol
Orbital gap (spin up / spin down)   7.97 / 7.47 eV
Total charge   -1
Multiplicity   2

Geometry (Å):
Cu: -0.09 0.34 -0.50
O: -0.27 -3.66 -0.08
C: -0.36 -2.45 -0.30
N: 0.46 -1.46 0.04
C: 1.52 -1.76 0.96
C: 1.26 -1.16 2.33
C: 2.26 -1.22 3.30
C: 2.03 -0.67 4.54
C: 0.80 -0.05 4.78
C: -0.13 -0.05 3.76
N: 0.08 -0.59 2.56
C: -1.58 -1.95 -1.05
C: -2.53 -2.80 -1.58
C: -3.64 -2.25 -2.20
C: -3.78 -0.87 -2.26
C: -2.79 -0.08 -1.71
N: -1.72 -0.62 -1.12
H: 2.48 -1.36 0.61
H: 1.63 -2.84 1.07
H: 3.21 -1.68 3.06
H: 2.80 -0.69 5.30
H: 0.58 0.41 5.73
H: -1.09 0.42 3.90
H: -2.37 -3.86 -1.49
H: -4.40 -2.89 -2.63
H: -4.63 -0.40 -2.73
H: -2.83 1.00 -1.73
N: -0.07 1.49 -2.26
C: -0.72 2.40 -2.60
C: -1.48 3.49 -2.99
C: -2.62 3.27 -3.80
N: -3.56 3.09 -4.45
C: -1.22 4.75 -2.42
N: -1.00 5.78 -1.95
O: -1.08 2.31 0.50
C: 0.10 2.56 0.74
N: 1.07 1.66 0.47
S: 2.57 2.19 0.82
O: 3.36 2.36 -0.37
O: 3.15 1.44 1.90
C: 2.02 3.76 1.41
C: 2.77 4.82 1.89
C: 2.09 5.97 2.25
C: 0.70 6.05 2.13
C: -0.04 4.98 1.65
C: 0.65 3.83 1.30
H: 3.85 4.75 1.96
H: 2.64 6.82 2.63
H: 0.20 6.97 2.41
H: -1.11 5.03 1.52